Entry 1:
One molecule with the formula C20H20N2O3S in a non-equilibrium geometry, computed with wB97M-V/def2-TZVPD.

Output
structure (SMILES): CCCn1cc(SCC(=O)Nc2ccc3c(c2)OCO3)c2ccccc21
max |F|: 1.2 eV Å⁻¹
total charge: 0

CARTESIAN COORDINATES (ANGSTROEM)
S1 -4.0598 -0.7967 -1.0174
O1 3.8311 -0.8883 1.0885
O2 -1.6354 -3.1387 -1.3767
O3 3.1531 -1.9888 -0.8197
N1 -1.4929 -2.2179 0.7085
N2 -0.4739 0.8361 -0.9095
C1 -2.2275 0.7807 0.5116
C2 4.2575 -1.4275 -0.1440
C3 2.4909 -1.1745 1.1766
C4 -1.4811 0.1497 -1.5120
C5 2.2273 2.7607 -2.7636
C6 -2.1617 -2.6648 -0.3970
C7 1.6022 -0.8856 2.1827
C8 2.0824 -1.8408 0.0209
C9 0.8489 2.4745 -2.1837
C10 0.8134 1.1094 -1.4886
C11 -0.2459 1.9566 1.3229
C12 -0.1311 -1.9286 0.8354
C13 0.2809 -1.2733 1.9925
C14 -2.2359 1.7403 2.6875
C15 -2.5676 0.0809 -0.6831
C16 -0.9276 2.1943 2.4966
C17 -2.8962 1.0352 1.7073
C18 0.7838 -2.2362 -0.1785
C19 -0.9011 1.2422 0.3268
C20 -3.6531 -2.4551 -0.2929
H1 4.7002 -0.6301 -0.7617
H2 1.9129 -0.3718 3.0761
H3 0.4765 -2.7476 -1.0728
H4 1.5637 1.0777 -0.6930
H5 -4.0192 -2.4821 0.7329
H6 5.0159 -2.2071 0.0363
H7 1.0435 0.3182 -2.2073
H8 -4.1870 -3.1744 -0.9099
H9 -2.0559 -1.8486 1.4630
H10 0.7642 2.3119 1.1882
H11 -0.4449 -1.0406 2.7569
H12 2.2366 3.7274 -3.2602
H13 -2.7328 1.9523 3.6227
H14 0.5806 3.2484 -1.4614
H15 2.5022 1.9987 -3.4894
H16 0.1009 2.4881 -2.9790
H17 -3.9102 0.6900 1.8466
H18 -1.3626 -0.2723 -2.4912
H19 2.9784 2.7720 -1.9767
H20 -0.4437 2.7459 3.2887

Forces on atoms 1 to 6 (eV/Å):
0.374 0.024 0.022
-0.229 0.152 0.336
0.158 -0.072 -0.365
-0.472 -0.131 -0.133
-0.283 -0.222 0.321
-0.061 -0.092 0.013



Entry 2:
One molecule with the formula C20H20N2O4, computed with wB97M-V/def2-TZVPD.

Output
structure (SMILES): CCc1cc(-c2n[nH]c(C)c2-c2ccc3c(c2)OCCO3)c(O)cc1O
max |F|: 0.7 eV Å⁻¹
total charge: 0

CARTESIAN COORDINATES (ANGSTROEM)
O1 -0.5768 -0.4286 4.2741
O2 -3.4958 -0.6555 -3.4670
O3 0.8444 0.9851 -4.4302
O4 -1.4040 1.4757 2.3121
N1 3.9004 0.6042 -1.9683
N2 2.8002 0.4155 -2.7012
C1 4.7275 0.6685 0.3721
C2 -3.4247 -0.6795 -0.0427
C3 2.3116 0.2074 -0.5109
C4 1.5763 0.0696 0.7453
C5 0.0266 0.3571 -3.5604
C6 0.4579 -0.0993 -2.3034
C7 -0.4491 -0.7960 -1.5071
C8 -2.7259 -1.6918 -0.9525
C9 3.6613 0.4833 -0.6434
C10 0.1336 -0.2178 3.1170
C11 -1.8823 1.4929 3.6373
C12 1.2979 -0.9452 2.9105
C13 -2.1944 -0.4815 -3.1014
C14 2.0166 -0.7994 1.7408
C15 -0.2865 0.6953 2.1447
C16 0.4326 0.8276 0.9676
C17 -1.2990 0.1697 -3.9337
C18 -1.8908 0.0775 4.2130
C19 -1.7650 -0.9956 -1.8731
C20 1.8136 0.1648 -1.8443
H1 -4.0972 -1.1873 0.6459
H2 4.7770 0.8075 -2.4209
H3 -2.1836 -2.4167 -0.3418
H4 -2.2764 0.0659 5.2333
H5 2.9061 -1.3895 1.5824
H6 0.0771 1.5228 0.2238
H7 -3.6326 -0.2728 -4.3418
H8 5.3590 -0.2186 0.4354
H9 -0.1098 -1.2074 -0.5696
H10 4.2787 0.8423 1.3465
H11 1.7510 0.9608 -4.0621
H12 -2.6921 -0.1143 0.5292
H13 -2.8888 1.9120 3.5982
H14 -4.0046 0.0189 -0.6406
H15 -3.4756 -2.2205 -1.5426
H16 5.3593 1.5171 0.1134
H17 -1.6143 0.5433 -4.8981
H18 -1.2400 2.1314 4.2601
H19 -2.5121 -0.5663 3.5748
H20 1.6129 -1.6327 3.6794

Forces on atoms 1 to 6 (eV/Å):
0.459 -0.027 -0.148
-0.148 -0.037 0.019
-0.064 0.039 -0.008
0.276 -0.168 -0.352
-0.010 0.002 0.343
-0.319 -0.074 -0.439



Entry 3:
One molecule with the formula C20H20N2O8S in a non-equilibrium geometry, computed with wB97M-V/def2-TZVPD.

Output
structure (SMILES): O=C(COC(=O)c1cccc(S(=O)(=O)N2CCOCC2)c1)Nc1ccc2c(c1)OCO2
max |F|: 1.3 eV Å⁻¹
total charge: 0

CARTESIAN COORDINATES (ANGSTROEM)
S1 4.9902 0.0705 -0.8958
O1 6.3475 -0.0834 -0.4640
O2 -8.0299 -0.1903 -0.3491
O3 2.7910 3.0761 0.9096
O4 0.1926 -2.0212 -0.9289
O5 -0.3869 -2.6177 1.1545
O6 -1.4134 -0.0231 -0.2376
O7 4.6224 -0.3056 -2.2270
O8 -7.6547 1.8471 0.6619
N1 -3.3049 -1.1747 -0.8198
N2 4.6140 1.6739 -0.7273
C1 4.3928 -1.1082 1.5265
C2 -5.6535 -0.7903 -0.6373
C3 -4.3479 -0.3320 -0.4047
C4 -6.4533 1.2550 0.3736
C5 -8.6468 0.9473 0.2190
C6 2.2703 -2.0972 2.0418
C7 -1.9671 -0.9842 -0.7129
C8 5.0662 2.3743 0.4513
C9 0.4356 -2.1969 0.3801
C10 3.5528 -1.7472 2.4265
C11 1.8263 -1.8335 0.7471
C12 2.3038 2.3048 -0.1688
C13 2.6722 -1.1990 -0.1585
C14 3.9375 -0.8344 0.2499
C15 -1.1614 -2.1599 -1.3029
C16 -5.1779 1.7079 0.6032
C17 3.3666 2.1661 -1.2655
C18 -6.6836 0.0210 -0.2387
C19 3.9395 2.4937 1.4838
C20 -4.1204 0.8947 0.2040
H1 -5.8460 -1.7410 -1.1075
H2 -1.1810 -2.1252 -2.3940
H3 3.8974 -1.9657 3.4256
H4 -5.0006 2.6582 1.0764
H5 5.4001 -0.8254 1.7903
H6 2.3563 -0.9945 -1.1683
H7 -9.2731 0.6383 1.0712
H8 -3.1084 1.2191 0.3730
H9 5.9214 1.8282 0.8468
H10 -9.2802 1.4378 -0.5372
H11 5.3864 3.3781 0.1493
H12 1.4281 2.8343 -0.5461
H13 -3.6163 -2.0457 -1.2270
H14 3.5562 3.1495 -1.7111
H15 3.0522 1.4740 -2.0451
H16 3.6907 1.4998 1.8886
H17 4.2351 3.1530 2.3017
H18 1.5926 -2.5807 2.7290
H19 -1.5598 -3.1138 -0.9379
H20 1.9938 1.3132 0.1930

Forces on atoms 1 to 6 (eV/Å):
0.049 0.291 -0.025
-0.122 0.004 0.322
0.409 -0.311 -0.159
-0.026 0.216 -0.001
0.117 0.024 -0.236
0.117 0.057 -0.133



Entry 4:
C20H20N2Sn as an isolated structure in a non-equilibrium geometry, computed with wB97M-V/def2-TZVPD.

Output
max |F|: 4.4 eV Å⁻¹
total charge: 0

CARTESIAN COORDINATES (ANGSTROEM)
Sn1 0.3905 0.2912 -1.4069
N1 0.0477 -0.0050 0.7638
N2 2.2486 1.0782 -1.2272
C1 -1.5876 1.2728 2.0705
C2 2.3824 -0.4402 1.3050
C3 -3.9385 0.7262 1.9008
C4 1.0353 -0.2493 1.7086
C5 -1.2793 0.2422 1.1558
C6 0.6857 2.7288 -3.5974
C7 -2.3284 -0.5186 0.5923
C8 -0.1400 -1.1130 -3.2002
C9 3.3794 -0.7211 2.2268
C10 3.0869 -0.7394 3.6001
C11 0.1741 -2.7117 -1.5559
C12 -3.6412 -0.2788 0.9687
C13 1.4593 -2.2729 -1.9629
C14 -0.1281 2.1321 -2.7361
C15 -2.9087 1.5034 2.4406
C16 -0.8135 -2.0148 -2.2982
C17 1.7724 -0.5299 4.0261
C18 0.7504 -0.3234 3.0967
C19 1.2929 -1.2910 -2.9950
C20 -1.3110 1.7571 -2.1404
H1 -0.0216 -3.5106 -0.8398
H2 -1.8900 -2.1854 -2.2915
H3 -0.5914 -0.5415 -4.0092
H4 2.6390 -0.3110 0.2452
H5 4.3917 -0.9142 1.8719
H6 -2.0718 -1.3017 -0.1248
H7 -0.7708 1.8560 2.4972
H8 -0.2712 -0.1960 3.4501
H9 2.2219 1.9468 -1.7820
H10 1.7587 2.5073 -3.5975
H11 -3.1262 2.2833 3.1656
H12 2.0648 -0.8645 -3.6327
H13 -4.9732 0.8920 2.1985
H14 1.5288 -0.5290 5.0890
H15 2.4150 -2.6607 -1.6145
H16 -2.0599 1.1503 -2.6659
H17 0.3559 3.4521 -4.3505
H18 3.8809 -0.9209 4.3237
H19 -4.4359 -0.8898 0.5420
H20 -1.6741 2.2146 -1.2105

Forces on atoms 1 to 6 (eV/Å):
3.141 -0.796 2.971
-0.955 0.032 -2.085
-1.470 0.445 -0.851
-0.067 -0.339 -0.307
-0.367 -0.074 -0.268
0.033 -0.175 -0.187



LUMO: 0.667; 0.736; 0.039; -1.644 (eV)
Gap between HOMO and LUMO: 0.30956; 0.30413; 0.29667; 0.19680 (Eh)